Computed, not measured: a molecular structure, C25H34EuN4S3 in a non-equilibrium geometry, with ωB97M-V with the def2-TZVPD basis set.

The geometry in XYZ format:
```
67
Properties=species:S:1:pos:R:3:mulliken_spin:R:1
Eu -0.1406 -0.1781 0.9591 6.948
C -1.4716 2.2804 1.2983 -0.027
C -2.1923 1.6770 0.2520 0.041
C -2.8742 0.5694 0.7907 0.011
C -2.6034 0.5027 2.1730 0.014
C -1.7097 1.5450 2.4828 0.005
C -1.1453 1.9172 3.8055 -0.012
C -3.1626 -0.4966 3.1309 -0.019
C -3.7633 -0.3874 0.0399 0.004
C -2.3078 2.1461 -1.1661 0.010
C -0.6781 3.5456 1.2379 0.010
H -1.3843 2.9496 4.0846 0.000
H -0.0499 1.8296 3.8021 0.003
H -1.5150 1.2650 4.5936 -0.002
H -4.2631 -0.4817 3.1545 0.000
H -2.8157 -0.3172 4.1445 0.000
H -2.8226 -1.5054 2.8900 -0.001
H -4.8118 -0.0358 -0.0365 -0.001
H -3.7732 -1.3643 0.5282 -0.001
H -3.4051 -0.5597 -0.9810 -0.004
H -3.2051 2.7701 -1.3303 -0.002
H -2.3851 1.2846 -1.8450 -0.003
H -1.4294 2.7255 -1.4738 -0.003
H -1.1608 4.3606 1.8058 -0.002
H -0.5441 3.8839 0.2112 0.000
H 0.3186 3.4083 1.6733 -0.002
S -0.4087 -2.7879 2.3963 0.000
C -0.9323 -3.1340 0.8074 0.017
N -1.0374 -2.3110 -0.2179 -0.003
C -1.4837 -2.9367 -1.3622 -0.003
C -1.6695 -2.2965 -2.5848 0.003
C -2.1655 -3.0061 -3.6593 0.001
C -2.4178 -4.3711 -3.5443 0.000
C -2.2140 -5.0497 -2.3505 0.000
C -1.7604 -4.3199 -1.2584 -0.001
S -1.4049 -4.7809 0.3741 0.002
H -1.4493 -1.2394 -2.6607 0.003
H -2.3238 -2.4968 -4.6142 0.000
H -2.7654 -4.9361 -4.3902 0.000
H -2.3791 -6.1154 -2.2836 0.000
C 3.7447 -1.7024 0.9809 -0.003
N 3.9578 -0.2960 0.7130 -0.001
C 5.0284 0.3834 1.2568 0.000
C 4.7402 1.6974 1.3494 0.002
N 3.4372 1.9555 0.8841 -0.001
C 2.7886 0.6193 0.8226 0.009
S 2.0422 0.3594 2.5893 -0.010
H 4.5341 -2.2937 0.5076 0.000
H 2.7864 -1.9957 0.5507 0.005
H 3.7230 -1.9522 2.0455 0.000
H 5.9428 -0.1220 1.4987 0.000
H 5.3819 2.4975 1.6868 0.000
H 2.8924 2.5130 1.5431 0.001
C 1.0211 0.2139 -2.4148 0.012
C 2.0664 0.9378 -1.5478 -0.010
C 3.4702 0.6488 -2.1109 -0.002
C 1.7304 2.4401 -1.6380 0.007
N 1.8127 0.4090 -0.1826 -0.004
H 1.0569 0.4960 -3.4760 -0.001
H 0.0160 0.4359 -2.0155 0.011
H 1.1602 -0.8806 -2.3301 0.002
H 3.5685 0.9274 -3.1672 0.000
H 3.6775 -0.4200 -1.9949 0.000
H 4.2309 1.1633 -1.5167 0.000
H 1.7075 2.8082 -2.6751 0.000
H 2.4355 3.0247 -1.0525 0.000
H 0.7534 2.5793 -1.1835 -0.004
```

- M (g mol⁻¹) = 638.7
- ⟨S²⟩ = 15.76
- charge = -2
- orbital gap (spin up / spin down) (eV) = 4.13 / 4.95
- strongest force on any atom (eV/Å) = 1.2
- 2S+1 = 8

---

Computed, not measured: 2 unconnected molecules or ions with the total composition C25H34F3OSi in a non-equilibrium geometry, with ωB97M-V with the def2-TZVPD basis set.

The geometry in XYZ format:
```
64
Properties=species:S:1:pos:R:3:lowdin_charge:R:1
C 0.0854 0.6062 -2.5974 -0.115
C 1.2576 -0.2893 -3.0255 -0.417
C 0.9347 -1.0321 -4.3281 -0.121
Si 1.8741 -1.4030 -1.6076 0.666
C 2.0996 -3.1923 -2.1847 -0.433
C 1.2363 -4.2312 -1.4569 -0.113
C 3.5792 -3.5975 -2.1857 -0.125
C 3.4297 -0.7073 -0.7636 -0.426
C 3.2167 -0.5004 0.7422 -0.121
C 3.9485 0.5620 -1.4432 -0.123
O 0.7485 -1.2677 -0.3569 -0.161
C -0.5290 -1.6197 -0.1721 -0.204
C -1.5115 -0.7376 0.1354 -0.152
C -2.8747 -1.2274 -0.1638 -0.123
H -0.0547 1.4240 -3.3203 0.082
H -0.8555 0.0385 -2.5627 0.080
H 0.2396 1.0767 -1.6170 0.051
H 2.1187 0.3707 -3.2178 0.086
H 0.6542 -0.3061 -5.1040 0.081
H 1.7953 -1.5984 -4.7079 0.075
H 0.0879 -1.7213 -4.1991 0.083
H 1.7587 -3.1700 -3.2326 0.084
H 1.4763 -5.2392 -1.8285 0.083
H 1.4175 -4.2212 -0.3729 0.084
H 0.1674 -4.0705 -1.6426 0.064
H 3.7084 -4.5664 -2.6878 0.083
H 4.2030 -2.8669 -2.7180 0.077
H 3.9617 -3.6988 -1.1614 0.081
H 4.1893 -1.4945 -0.8853 0.087
H 4.1626 -0.1999 1.2178 0.080
H 2.4858 0.2956 0.9373 0.061
H 2.8866 -1.4171 1.2474 0.076
H 4.9058 0.8754 -1.0015 0.082
H 4.1253 0.4110 -2.5160 0.073
H 3.2406 1.3953 -1.3259 0.075
H -0.7714 -2.6834 -0.2969 0.120
H -1.3555 0.2788 0.4800 0.068
H -3.6296 -0.4364 -0.1461 0.065
H -2.8791 -1.7131 -1.1559 0.083
H -3.1592 -2.0105 0.5544 0.080
F -3.7930 3.2139 -1.2308 0.069
C -2.6042 3.2052 -0.5270 -0.185
C -1.4502 3.6052 -1.2016 0.137
C -0.2648 3.5267 -0.4701 -0.212
F 0.8971 3.9522 -1.0849 0.067
C -0.2054 3.0704 0.8317 0.086
C -1.3889 2.6069 1.4995 -0.183
C -1.2210 1.9957 2.7695 0.143
C -2.1694 1.6843 3.7910 -0.164
C -1.6851 1.5697 5.1340 0.015
C -2.5204 1.2360 6.1931 -0.024
C -3.8890 1.0282 5.9898 0.066
C -4.3685 1.1572 4.6850 -0.201
F -5.7226 1.0230 4.4789 0.066
C -3.5638 1.4644 3.5916 0.090
C -2.6238 2.8013 0.8044 0.086
H -1.4801 3.9529 -2.2300 0.158
H 0.7410 3.0467 1.3711 0.144
H -0.1766 1.8858 3.0706 0.142
H -0.6303 1.7694 5.3035 0.127
H -2.1147 1.1565 7.2049 0.129
H -4.5728 0.7993 6.8018 0.142
H -3.9941 1.5084 2.5938 0.114
H -3.5743 2.6256 1.3013 0.115
```

- M (g mol⁻¹) = 435.6
- charge = +1
- orbital gap (eV) = 3.96
- strongest force on any atom (eV/Å) = 2.0

---

Computed, not measured: a molecular structure, C25H34IrN4Si in a non-equilibrium geometry, with ωB97M-V with the def2-TZVPD basis set.

The geometry in XYZ format:
```
65
Properties=species:S:1:pos:R:3:mulliken_spin:R:1
Ir 0.6009 -0.9960 -0.0652 -0.084
C 3.6438 -1.4216 -0.0872 0.004
N 2.6193 -0.8860 -1.0295 0.014
C 2.5729 -1.7419 -2.2470 -0.003
C 2.9005 0.4971 -1.3496 0.029
C 3.9224 0.8525 -2.2088 -0.022
C 4.1451 2.1861 -2.5078 0.026
C 3.2910 3.1368 -1.9764 -0.009
C 2.2852 2.7716 -1.0936 0.034
C 2.1176 1.4386 -0.7090 -0.024
N 1.2201 0.9273 0.2405 0.127
C 0.5569 1.5892 1.2554 -0.010
C 0.4680 2.9712 1.4754 0.061
C -0.3440 3.4779 2.4725 -0.018
C -1.0714 2.6310 3.3010 0.045
C -0.9295 1.2662 3.1516 -0.050
C -0.1048 0.7646 2.1548 0.066
N 0.2104 -0.6333 2.0548 -0.013
C -0.8613 -1.5253 2.5500 0.005
C 1.4859 -0.9160 2.7619 -0.005
H 4.6195 -1.4510 -0.5777 -0.001
H 3.3829 -2.4336 0.2206 -0.003
H 3.7193 -0.7742 0.7819 0.003
H 3.5610 -1.8468 -2.6968 -0.002
H 1.8964 -1.3071 -2.9812 -0.006
H 2.2339 -2.7402 -1.9734 0.002
H 4.5642 0.0988 -2.6470 0.000
H 4.9531 2.4702 -3.1665 0.000
H 3.3991 4.1768 -2.2530 0.000
H 1.6039 3.5326 -0.7588 0.002
H 1.0255 3.6694 0.8803 -0.002
H -0.4034 4.5490 2.6119 0.000
H -1.7041 3.0245 4.0840 0.000
H -1.4321 0.6049 3.8437 0.000
H -0.9349 -1.4890 3.6372 -0.002
H -0.6257 -2.5492 2.2661 -0.003
H -1.8126 -1.2346 2.1134 0.006
H 1.3478 -0.7447 3.8302 -0.001
H 2.2603 -0.2433 2.4052 -0.002
H 1.7835 -1.9521 2.6054 -0.001
C -3.1893 -3.0440 0.5391 0.013
Si -2.1056 -2.4048 -0.8392 -0.017
C -3.0160 -2.4638 -2.4534 0.008
C -0.5112 -3.3958 -0.9041 -0.012
N -1.4163 -0.7749 -0.5847 0.389
C -2.0725 0.4012 -0.6459 0.084
C -1.4069 1.6022 -1.0331 0.091
C -2.0703 2.8008 -1.0537 -0.037
C -3.4097 2.8661 -0.6569 0.187
C -4.0975 1.6986 -0.3068 -0.033
C -3.4589 0.4875 -0.3191 0.135
H -3.6108 -4.0007 0.2197 0.000
H -4.0240 -2.3779 0.7608 0.001
H -2.6449 -3.2216 1.4665 0.001
H -3.3488 -3.4889 -2.6339 0.000
H -2.3915 -2.1562 -3.2938 0.002
H -3.9002 -1.8236 -2.4313 -0.002
H -0.6328 -4.3941 -0.4826 -0.002
H 0.3035 -2.9283 -0.3056 0.008
H -0.1511 -3.5114 -1.9265 -0.003
H -0.3868 1.5242 -1.3747 0.006
H -1.5668 3.6956 -1.3943 0.003
H -3.9230 3.8183 -0.6407 0.003
H -5.1442 1.7523 -0.0395 0.003
H -3.9909 -0.4112 -0.0358 0.005
```

- M (g mol⁻¹) = 610.9
- ⟨S²⟩ = 1.02
- charge = +2
- orbital gap (spin up / spin down) (eV) = 6.19 / 5.27
- strongest force on any atom (eV/Å) = 3.5
- 2S+1 = 2

---

Computed, not measured: a molecular structure, C25H34IrN7O4S3 in a non-equilibrium geometry, with ωB97M-V with the def2-TZVPD basis set.

The geometry in XYZ format:
```
74
Properties=species:S:1:pos:R:3:mulliken_spin:R:1
Ir -0.2093 -0.2060 0.1800 0.686
O 2.0508 0.6536 -0.0507 0.100
N 3.1214 -0.0089 0.2675 -0.008
C 4.3190 0.5350 -0.0109 -0.003
C 5.4870 -0.1084 0.3073 0.008
C 5.4300 -1.3369 0.9663 -0.004
C 4.1995 -1.8775 1.2596 0.005
C 3.0273 -1.2214 0.8747 -0.006
S 1.4773 -1.9172 1.1336 0.071
H 4.2797 1.5042 -0.4842 0.000
H 6.4258 0.3502 0.0460 0.000
H 6.3316 -1.8515 1.2540 0.000
H 4.1002 -2.8121 1.7876 0.001
C 0.3784 1.1751 3.0920 0.009
N -0.7245 2.0262 2.7049 0.002
C -1.8562 1.9409 3.6050 0.003
C -0.8442 2.5330 1.4620 -0.006
N -0.2248 1.9547 0.4266 -0.037
C 0.3424 2.6968 -0.5651 0.011
C 1.0407 3.8534 -0.1784 -0.052
C 1.4007 4.8348 -1.0849 0.022
C 0.9857 4.7169 -2.3909 -0.058
C 0.3676 3.5319 -2.8388 0.015
C -0.1008 3.4742 -4.1678 -0.006
C -0.6582 2.3168 -4.6572 0.004
C -0.5990 1.1619 -3.8944 -0.003
C -0.0870 1.1607 -2.5865 -0.002
N 0.1656 -0.0461 -2.0104 0.142
C 0.6709 -1.0854 -2.6589 -0.001
N 0.2919 -2.3404 -2.3578 -0.004
C 1.2071 -3.4596 -2.3626 0.002
C -1.0403 -2.6608 -1.8999 0.008
N 1.6821 -0.9518 -3.5642 0.002
C 2.4955 0.2374 -3.6283 0.002
C 1.7216 -1.7669 -4.7630 0.001
C 0.2047 2.4155 -1.9622 0.001
N -1.5091 3.6964 1.2908 0.010
C -1.7038 4.6440 2.3616 -0.002
C -2.1295 4.0729 0.0407 0.001
H 0.7760 1.5430 4.0398 -0.001
H 1.1639 1.1969 2.3401 0.003
H 0.0506 0.1447 3.2407 0.000
H -2.0498 0.8854 3.8163 -0.001
H -2.7467 2.3412 3.1325 -0.002
H -1.6439 2.4419 4.5504 0.001
H 1.2747 3.9677 0.8690 0.000
H 1.9404 5.7079 -0.7521 0.000
H 1.1551 5.5092 -3.1050 -0.001
H -0.0374 4.3655 -4.7744 0.000
H -1.0872 2.2943 -5.6459 0.000
H -0.9407 0.2238 -4.3057 0.001
H 2.2318 -3.1132 -2.4620 0.000
H 0.9791 -4.1612 -3.1672 0.000
H 1.1031 -3.9880 -1.4139 -0.001
H -1.7084 -1.8158 -2.0460 -0.004
H -1.0396 -2.9405 -0.8422 0.003
H -1.4049 -3.5141 -2.4780 0.000
H 2.5366 0.7092 -2.6499 -0.003
H 2.1131 0.9585 -4.3576 0.000
H 3.5025 -0.0576 -3.9261 0.000
H 0.9658 -2.5434 -4.7271 0.000
H 2.7042 -2.2247 -4.8863 0.000
H 1.5229 -1.1404 -5.6370 -0.001
H -1.0292 4.4316 3.1847 0.000
H -2.7306 4.6487 2.7296 0.000
H -1.4739 5.6401 1.9757 0.001
H -2.2282 3.2076 -0.6108 0.000
H -1.5560 4.8581 -0.4645 -0.001
H -3.1349 4.4475 0.2470 0.000
O -4.3112 -0.6100 0.3869 0.000
S -3.0179 -0.0130 0.4659 0.001
O -2.9489 1.3278 1.0043 -0.001
O -2.2452 -0.1483 -0.7881 0.009
S -1.8566 -1.1081 1.8026 0.084
```

- M (g mol⁻¹) = 785.0
- ⟨S²⟩ = 0.87
- charge = +1
- orbital gap (spin up / spin down) (eV) = 4.74 / 5.19
- strongest force on any atom (eV/Å) = 3.3
- 2S+1 = 2

---

Number 1: energy -3097.03246 a.u.. Number 2: energy -1637.05591 a.u.. Number 3: energy -1585.30425 a.u.. Number 4: energy -2955.87524 a.u..